Molecular formula: CH4N2O
Method: DFT, ωB97M-V/def2-TZVPD

Each atom is followed by the atoms it is bonded to, with distances in Å.
Atoms and positions in Å:
1 C -1.06 0.31 0.04  H5 1.142, N7 1.376, O8 1.205
2 H 1.52 -0.97 0.96  N6 1.162
3 H 0.61 -1.30 -0.66  N6 1.136
4 H 0.61 1.44 -0.47  N7 1.233
5 H -1.58 1.31 -0.13  C1 1.142
6 N 1.20 -0.53 -0.07  H2 1.162, H3 1.136, N7 1.412
7 N 0.29 0.50 0.25  C1 1.376, H4 1.233, N6 1.412
8 O -1.59 -0.77 0.08  C1 1.205

* SMILES: NNC=O
* total energy: -225.17784 Ha
* orbital gap: 0.398 Eh
* highest occupied orbital energy: -10.03 eV